[1]
# C57H56N4OPReS2Si

A molecular structure, C57H56N4OPReS2Si in a non-equilibrium geometry (the ωB97M-V functional and the def2-TZVPD basis, OMol25).

Output
Lowest unoccupied orbital energy (alpha / beta) = -0.14692 / -0.13710 hartree
2S+1 = 2
Frontier orbital gap (alpha / beta) = 5.8675 / 6.1584 eV
Total energy = -108989.541 eV
Highest occupied orbital energy (alpha / beta) = -0.363 / -0.363 hartree
Charge = +1

Geometry as XYZ:
```
123
Properties=species:S:1:pos:R:3:lowdin_charge:R:1
Re -1.0228 -0.9540 0.1573 1.506
C 3.6934 0.5139 5.2230 -0.036
C 3.1759 -0.7392 4.5021 -0.547
C 3.7963 -0.7747 3.1049 -0.045
C 3.6324 -1.9795 5.2837 -0.033
C 1.6580 -0.7045 4.4651 -0.146
C 0.9689 -0.5629 5.6791 -0.016
C -0.4039 -0.4941 5.7443 -0.058
C -1.1140 -0.5733 4.5604 -0.438
S -2.8373 -0.5093 4.3342 1.179
C -2.5905 -0.6780 2.6396 -0.532
N -1.3208 -0.7787 2.2510 -0.086
C -0.4613 -0.7249 3.3278 -0.306
C 0.9293 -0.8027 3.2912 0.046
C -3.6142 -0.6897 1.6492 -0.269
C -4.9801 -0.6618 1.9373 -0.029
C -5.8861 -0.6796 0.9005 -0.056
C -5.4280 -0.7268 -0.4128 -0.054
C -4.0709 -0.7670 -0.6939 -0.132
C -3.1242 -0.7442 0.3244 -0.247
H 4.7802 0.5068 5.2386 0.089
H 3.3530 0.5526 6.2525 0.076
H 3.3599 1.4166 4.7176 0.088
H 4.8761 -0.6876 3.1878 0.096
H 3.4366 0.0461 2.4890 0.067
H 3.5859 -1.7095 2.5955 0.064
H 4.7185 -2.0174 5.3130 0.089
H 3.2659 -2.8906 4.8171 0.090
H 3.2696 -1.9506 6.3068 0.080
H 1.5170 -0.4947 6.6039 0.113
H -0.9188 -0.3694 6.6828 0.116
H 1.4030 -0.9284 2.3299 0.091
H -5.3011 -0.6403 2.9693 0.103
H -6.9463 -0.6597 1.1040 0.112
H -6.1396 -0.7311 -1.2276 0.114
H -3.7716 -0.7905 -1.7318 0.085
C 1.9392 1.5836 -5.1767 -0.066
C 1.6188 0.2370 -5.1290 -0.057
C 1.4667 -0.4005 -3.9121 -0.099
C 1.6318 0.3047 -2.7243 -0.379
C 1.9646 1.6535 -2.7759 -0.090
C 2.1246 2.2826 -3.9970 -0.072
P 1.4431 -0.6215 -1.1514 1.106
C 3.1277 -1.3093 -1.0059 -0.343
C 4.1565 -1.0110 -1.8957 -0.072
C 5.3637 -1.6801 -1.7981 -0.066
C 5.5454 -2.6546 -0.8304 -0.070
C 4.5333 -2.9380 0.0721 -0.077
C 3.3280 -2.2705 -0.0198 -0.129
C 1.3448 0.7362 0.0672 -0.430
C 2.3963 1.5128 0.5281 -0.111
C 2.1262 2.5287 1.4287 -0.067
C 0.8209 2.7516 1.8434 -0.063
C -0.2179 1.9456 1.4013 -0.126
C 0.0158 0.8874 0.5193 -0.321
H 2.0785 2.0837 -6.1246 0.109
H 1.5052 -0.3137 -6.0493 0.110
H 1.2489 -1.4592 -3.8656 0.105
H 2.1150 2.2204 -1.8687 0.101
H 2.4164 3.3220 -4.0214 0.109
H 4.0183 -0.2672 -2.6689 0.103
H 6.1597 -1.4551 -2.4936 0.110
H 6.4719 -3.2038 -0.7849 0.107
H 4.6751 -3.6964 0.8268 0.110
H 2.5217 -2.4917 0.6700 0.077
H 3.4055 1.3180 0.1890 0.117
H 2.9296 3.1474 1.8020 0.111
H 0.6179 3.5488 2.5465 0.107
H -1.2170 2.1226 1.7789 0.084
C -1.3611 -3.7950 2.5228 -0.158
Si -1.1610 -4.3132 0.7032 0.497
C -2.6970 -5.4133 0.4058 -0.147
C 0.5687 -5.1448 0.6433 -0.143
N -1.1880 -2.9754 -0.4500 -0.187
C -1.1320 -3.2752 -1.7692 -0.306
C -1.0188 -4.5897 -2.2602 -0.043
C -1.0182 -4.8802 -3.6012 -0.065
C -1.0482 -3.8580 -4.5358 -0.061
C -1.1172 -2.5459 -4.1023 -0.043
C -1.2131 -2.2514 -2.7507 -0.204
O -1.3058 -0.9570 -2.2531 -0.155
C -1.7362 0.0694 -3.0700 -0.280
C -1.1981 1.3296 -2.8361 -0.089
C -1.4668 2.3536 -3.7227 -0.088
C -2.3115 2.1462 -4.7982 -0.067
C -2.9519 0.9279 -4.9436 -0.055
C -2.6719 -0.1158 -4.0818 -0.031
H -1.4056 -4.7048 3.1136 0.044
H -2.2851 -3.2545 2.6976 0.021
H -0.5234 -3.2143 2.8941 0.016
H -2.7738 -6.1574 1.1911 0.032
H -2.6970 -5.9388 -0.5419 0.018
H -3.5989 -4.8071 0.4407 0.036
H 0.8196 -5.5602 1.6145 0.030
H 1.3431 -4.4257 0.3853 0.008
H 0.6348 -5.9519 -0.0784 0.025
H -0.9305 -5.3975 -1.5616 0.065
H -0.9786 -5.9103 -3.9191 0.112
H -1.0143 -4.0725 -5.5914 0.110
H -1.0922 -1.7520 -4.8317 0.114
H -0.5919 1.4792 -1.9529 0.076
H -0.9899 3.3151 -3.5932 0.099
H -2.4955 2.9452 -5.4979 0.108
H -3.6502 0.7804 -5.7510 0.111
H -3.1800 -1.0631 -4.1892 0.127
N -3.0856 4.3055 1.1161 0.110
C -2.5874 3.7524 -0.0050 -0.868
S -3.1377 2.2680 -0.5379 0.769
N -1.6092 4.3759 -0.6948 0.068
C -1.2180 5.7258 -0.6096 -0.235
C -1.0607 6.4389 -1.7967 -0.019
C -0.7452 7.7839 -1.7639 -0.071
C -0.5749 8.4279 -0.5493 -0.081
C -0.6822 7.7108 0.6290 -0.072
C -0.9898 6.3608 0.6072 -0.047
H -3.8762 3.8312 1.5230 0.096
H -3.0073 5.3017 1.2633 0.091
H -1.3842 3.9107 -1.5663 0.094
H -1.2077 5.9353 -2.7414 0.110
H -0.6499 8.3338 -2.6870 0.109
H -0.3524 9.4819 -0.5160 0.106
H -0.5324 8.1978 1.5794 0.108
H -1.0207 5.7962 1.5267 0.105
```

[2]
# C57H58BCl5KN9O2S4

A molecular structure, C57H58BCl5KN9O2S4 (the ωB97M-V functional and the def2-TZVPD basis, OMol25).

Output
Relative energy (zero: lowest compared OMol25 entry of this formula, charge and spin) = 0.00 kcal/mol
Lowest unoccupied orbital energy = 0.11942 hartree
Frontier orbital gap = 5.9594 eV
Total energy = -200513.176 eV
Highest occupied orbital energy = -0.100 hartree
Charge = -2

Geometry as XYZ:
```
137
Properties=species:S:1:pos:R:3:lowdin_charge:R:1
K -1.0888 -2.0140 -0.4127 0.431
C -0.0551 0.8922 4.5642 -0.061
C 0.9724 1.2932 3.5600 -0.253
C 2.1962 1.7512 3.9184 0.048
C 3.1408 2.1178 2.9205 -0.222
N 2.8570 1.9962 1.6648 0.178
N 1.6519 1.5334 1.2944 0.011
B 1.5102 1.4227 -0.2195 -0.802
N 2.8869 1.6370 -0.9771 0.002
N 3.6568 2.6729 -1.2401 0.209
C 4.6614 2.4464 -2.0498 -0.206
C 4.8930 1.1632 -2.6232 0.066
C 4.0658 0.1100 -2.3697 -0.207
C 4.1477 -1.2551 -2.9631 -0.013
C 3.0103 0.4177 -1.4858 -0.543
S 1.6841 -0.4553 -0.8824 0.992
C 5.6037 3.6082 -2.3290 -0.554
C 6.9357 3.3235 -1.6206 -0.041
C 5.8403 3.7450 -3.8381 -0.052
C 5.0210 4.9176 -1.7989 -0.060
N 0.4136 2.3376 -0.7870 0.001
N 0.0585 3.2757 0.1259 0.147
C -1.0925 3.8473 0.0309 -0.243
C -2.0120 3.4718 -0.9941 0.045
C -1.6152 2.6448 -1.9838 -0.249
C -2.5360 2.1703 -3.0594 -0.065
C -0.2430 2.1703 -1.9714 -0.679
S 0.4717 1.4866 -3.3120 0.698
C -1.4670 4.8520 1.1086 -0.546
C -2.7675 4.3927 1.7810 -0.042
C -0.3719 4.9430 2.1701 -0.054
C -1.6708 6.2279 0.4623 -0.051
C 0.6451 1.1885 2.1535 -0.649
S -0.8498 0.6648 1.6232 0.748
C 4.5219 2.7069 3.2104 -0.540
C 5.5863 1.8965 2.4626 -0.053
C 4.8434 2.6967 4.7045 -0.065
C 4.5335 4.1540 2.6996 -0.047
H 0.3397 0.9785 5.5770 0.082
H -0.3796 -0.1316 4.3803 0.069
H -0.9489 1.5103 4.4541 0.075
H 2.4548 1.8173 4.9667 0.111
H 5.7339 1.0281 -3.2932 0.118
H 5.0701 -1.3930 -3.5259 0.081
H 3.2919 -1.4132 -3.6244 0.105
H 4.0700 -2.0196 -2.1870 0.075
H 7.3962 2.4052 -1.9922 0.081
H 6.7821 3.2147 -0.5451 0.080
H 7.6351 4.1464 -1.7885 0.083
H 6.3510 2.8765 -4.2571 0.071
H 6.4653 4.6194 -4.0333 0.081
H 4.8955 3.8739 -4.3694 0.094
H 4.8700 4.8784 -0.7211 0.067
H 4.0544 5.1313 -2.2561 0.089
H 5.7092 5.7346 -2.0298 0.082
H -3.0317 3.8359 -0.9724 0.118
H -3.5168 2.6334 -2.9527 0.077
H -2.6423 1.0850 -2.9870 0.093
H -2.1251 2.3816 -4.0458 0.059
H -2.6579 3.3790 2.1723 0.082
H -3.6117 4.3979 1.0894 0.076
H -3.0114 5.0637 2.6089 0.082
H -0.2221 3.9790 2.6586 0.074
H -0.6622 5.6794 2.9247 0.082
H 0.5827 5.2390 1.7338 0.081
H -2.4353 6.1907 -0.3172 0.076
H -0.7416 6.5806 0.0092 0.086
H -1.9873 6.9560 1.2140 0.079
H 5.6137 0.8665 2.8222 0.063
H 6.5706 2.3516 2.6102 0.080
H 5.3623 1.8714 1.3955 0.065
H 4.7913 1.6897 5.1176 0.074
H 4.1620 3.3385 5.2685 0.082
H 5.8574 3.0740 4.8577 0.081
H 4.2953 4.1755 1.6350 0.064
H 5.5192 4.6031 2.8551 0.079
H 3.7912 4.7605 3.2250 0.084
C -0.5801 -6.4622 -1.7722 -0.048
C 0.2498 -5.2085 -1.7050 -0.304
N 0.0035 -4.1703 -2.4140 0.055
N -0.9497 -4.2904 -3.3898 0.016
C -1.7993 -3.2851 -3.4240 -0.515
O -1.9891 -2.4074 -2.5499 -0.198
C -2.6606 -3.2469 -4.6673 -0.133
C -2.5055 -4.1510 -5.7156 -0.047
C -3.3097 -4.0668 -6.8424 -0.114
C -4.2808 -3.0762 -6.9377 -0.129
C -4.4403 -2.1733 -5.8953 -0.103
C -3.6359 -2.2609 -4.7668 -0.028
C 1.3607 -5.1697 -0.7197 -0.236
C 1.2947 -5.9630 0.4267 -0.034
C 2.3108 -5.8988 1.3611 -0.079
C 3.3767 -5.0539 1.1255 -0.096
C 3.3624 -4.3108 -0.0467 -0.177
N 2.4009 -4.3610 -0.9553 0.130
H -1.2515 -6.3901 -2.6245 0.057
H -1.1823 -6.5791 -0.8673 0.073
H 0.0465 -7.3532 -1.8689 0.074
H -1.7426 -4.9126 -5.6239 0.096
H -3.1799 -4.7763 -7.6523 0.086
H -4.9094 -3.0110 -7.8187 0.084
H -5.1966 -1.3993 -5.9600 0.090
H -3.7410 -1.5770 -3.9342 0.108
H 0.4331 -6.5922 0.6009 0.098
H 2.2539 -6.4817 2.2727 0.103
H 4.1819 -4.9368 1.8371 0.094
H 4.1793 -3.6282 -0.2562 0.082
Cl 3.9092 -1.5826 2.2722 0.578
C 2.4090 -2.1109 3.0946 -0.693
C 1.3251 -2.5187 2.3473 -0.119
C 0.2459 -2.9283 3.1102 -0.693
Cl -1.2262 -3.5422 2.3288 0.602
C 0.2099 -2.9049 4.5026 -0.732
Cl -1.2011 -3.3782 5.3977 0.623
C 1.3365 -2.4751 5.1993 -0.737
Cl 1.3302 -2.4150 6.9324 0.611
C 2.4602 -2.0849 4.4863 -0.725
Cl 3.8836 -1.5838 5.3604 0.598
C -10.6044 -1.7778 -0.2193 -0.049
C -11.2187 -2.8990 0.5802 -0.760
O -12.4106 -3.1056 0.5941 -0.041
S -10.1783 -3.9458 1.5750 1.000
C -8.5425 -3.3105 1.3615 -0.605
C -7.6985 -3.8334 0.3810 -0.124
C -6.4322 -3.3152 0.1957 -0.034
C -5.9456 -2.2555 0.9892 -0.280
C -6.8080 -1.7584 1.9871 -0.042
C -8.0754 -2.2763 2.1712 -0.125
C -4.6498 -1.7226 0.7908 -0.242
C -3.5122 -1.2787 0.5948 -0.134
H -11.2001 -1.6455 -1.1210 0.081
H -9.5597 -1.9438 -0.4633 0.066
H -10.6734 -0.8652 0.3763 0.091
H -8.0507 -4.6450 -0.2453 0.099
H -5.7830 -3.7149 -0.5723 0.114
H -6.4492 -0.9545 2.6164 0.108
H -8.7207 -1.8751 2.9447 0.097
```

[3]
# C57H58N3O2P4PdS

A molecular structure, C57H58N3O2P4PdS in a non-equilibrium geometry (the ωB97M-V functional and the def2-TZVPD basis, OMol25).

Output
Lowest unoccupied orbital energy (alpha / beta) = -0.13304 / -0.13341 hartree
Frontier orbital gap (alpha / beta) = 5.9331 / 5.8805 eV
Total energy = -120079.576 eV
Highest occupied orbital energy (alpha / beta) = -0.351 / -0.350 hartree
Charge = +1

Geometry as XYZ:
```
126
Properties=species:S:1:pos:R:3:lowdin_charge:R:1
Pd 0.0436 0.0241 -0.1618 0.480
C -4.9233 -6.3871 1.2361 -0.398
S -6.0607 -5.1479 0.5530 0.800
C -4.9751 -4.3793 -0.6961 -0.488
C -4.0479 -3.3520 -0.0565 -0.260
C -2.7511 -3.1846 -0.8529 -0.232
N -1.9523 -2.0257 -0.4739 -0.435
P -1.1166 -1.7830 1.0127 0.995
C -2.2323 -2.3637 2.3446 -0.349
C -3.0734 -1.4358 2.9456 -0.092
C -3.9234 -1.8244 3.9652 -0.061
C -3.9295 -3.1436 4.3892 -0.054
C -3.0910 -4.0737 3.7944 -0.065
C -2.2348 -3.6874 2.7799 -0.104
C 0.1950 -3.0406 1.1284 -0.379
C 0.6451 -3.8142 0.0660 -0.096
C 1.7433 -4.6400 0.2326 -0.059
C 2.4168 -4.6709 1.4433 -0.073
C 1.9859 -3.8821 2.5008 -0.078
C 0.8857 -3.0661 2.3427 -0.121
P -2.0675 -0.5043 -1.2955 0.959
C -3.8713 -0.1982 -1.2668 -0.348
C -4.7755 -0.8922 -2.0668 -0.112
C -6.1348 -0.7300 -1.8647 -0.064
C -6.5988 0.1121 -0.8670 -0.059
C -5.7012 0.8229 -0.0860 -0.065
C -4.3416 0.6702 -0.2897 -0.109
C -1.6653 -0.8268 -3.0328 -0.365
C -0.4699 -1.5012 -3.2777 -0.109
C 0.0051 -1.6250 -4.5695 -0.063
C -0.6998 -1.0589 -5.6219 -0.069
C -1.8723 -0.3593 -5.3808 -0.069
C -2.3538 -0.2322 -4.0885 -0.102
H -5.4444 -6.8560 2.0644 0.032
H -4.0155 -5.9098 1.5950 0.010
H -4.6949 -7.1293 0.4753 0.036
H -5.6416 -3.9160 -1.4226 0.064
H -4.4176 -5.1819 -1.1820 0.081
H -3.8020 -3.6829 0.9504 0.061
H -4.5636 -2.3965 0.0394 0.100
H -2.9800 -3.0795 -1.9199 0.112
H -2.1471 -4.0895 -0.7225 0.118
H -3.0511 -0.4078 2.6060 0.096
H -4.5750 -1.1069 4.4404 0.110
H -4.5893 -3.4531 5.1842 0.112
H -3.1022 -5.1026 4.1262 0.114
H -1.5736 -4.4063 2.3136 0.115
H 0.1432 -3.7623 -0.8910 0.094
H 2.0813 -5.2538 -0.5891 0.113
H 3.2818 -5.3040 1.5631 0.109
H 2.5130 -3.9040 3.4437 0.110
H 0.5415 -2.4468 3.1625 0.115
H -4.4208 -1.5653 -2.8337 0.108
H -6.8398 -1.2667 -2.4824 0.114
H -7.6596 0.2155 -0.6977 0.111
H -6.0630 1.4885 0.6817 0.109
H -3.6196 1.2201 0.3024 0.094
H 0.0967 -1.9008 -2.4435 0.065
H 0.9323 -2.1472 -4.7551 0.114
H -0.3312 -1.1511 -6.6322 0.108
H -2.4088 0.0931 -6.2027 0.110
H -3.2508 0.3406 -3.9029 0.102
C 3.2730 -0.1705 3.0582 0.010
C 2.3822 -0.2120 1.8614 -0.307
N 1.2520 0.4044 1.8135 -0.067
O 0.8570 1.0836 2.9661 -0.050
C 2.8110 -0.9250 0.6781 -0.321
C 4.2017 -1.4886 0.5779 -0.013
N 1.9547 -1.0779 -0.2813 -0.215
O 2.1311 -1.6263 -1.3902 -0.139
H 2.7086 0.1516 3.9296 0.081
H 4.0667 0.5522 2.8716 0.092
H 3.7187 -1.1430 3.2483 0.085
H -0.0216 1.4420 2.7689 0.089
H 4.9447 -0.7463 0.8594 0.070
H 4.3768 -1.8017 -0.4494 0.081
H 4.3102 -2.3579 1.2247 0.074
C 1.1475 2.1175 -3.1045 -0.440
P 0.8474 1.9320 -1.2919 1.001
C -0.5662 3.0239 -0.9717 -0.394
C -1.5895 2.9574 -1.9249 -0.198
C -2.7283 3.7244 -1.7776 -0.080
C -2.8745 4.5465 -0.6706 -0.072
C -1.9109 4.5347 0.3258 -0.069
C -0.7731 3.7570 0.1913 -0.085
C 2.4481 2.4037 -0.5585 -0.350
C 2.7032 3.3071 0.4687 -0.085
C 3.9695 3.3796 1.0259 -0.067
C 5.0017 2.5890 0.5491 -0.068
C 4.7683 1.7149 -0.5003 -0.073
C 3.4963 1.5993 -1.0213 -0.120
P 0.4380 3.6605 -3.9321 1.074
C 1.7799 4.0080 -5.1273 -0.398
C 1.9314 5.3433 -5.4989 -0.105
C 2.8766 5.7093 -6.4349 -0.072
C 3.6745 4.7426 -7.0260 -0.081
C 3.4987 3.4096 -6.6952 -0.082
C 2.5489 3.0379 -5.7584 -0.101
C 0.9198 4.9634 -2.7318 -0.413
C 2.2340 5.1313 -2.3098 -0.100
C 2.5721 6.2192 -1.5284 -0.072
C 1.6088 7.1458 -1.1629 -0.072
C 0.2993 6.9817 -1.5789 -0.073
C -0.0421 5.8970 -2.3642 -0.115
H 0.6998 1.2551 -3.6155 0.038
H 2.2270 2.0727 -3.2680 0.038
H -1.4816 2.3060 -2.7836 0.059
H -3.4901 3.6949 -2.5419 0.117
H -3.7430 5.1806 -0.5843 0.110
H -2.0446 5.1406 1.2092 0.111
H -0.0438 3.7266 0.9868 0.089
H 1.9367 3.9685 0.8385 0.092
H 4.1556 4.0641 1.8389 0.111
H 5.9861 2.6612 0.9831 0.110
H 5.5730 1.1138 -0.8962 0.115
H 3.2969 0.8696 -1.7964 0.101
H 1.3072 6.0972 -5.0382 0.106
H 2.9883 6.7487 -6.7075 0.108
H 4.4221 5.0270 -7.7512 0.105
H 4.0999 2.6514 -7.1751 0.105
H 2.4129 1.9910 -5.5268 0.096
H 2.9983 4.4311 -2.6200 0.116
H 3.5970 6.3576 -1.2211 0.109
H 1.8816 8.0017 -0.5658 0.105
H -0.4487 7.7107 -1.3097 0.107
H -1.0587 5.7713 -2.7088 0.098
```

Question: Number 1 is which compound?
Answer: C57H56N4OPReS2Si

Question: What is the charge in the second record?
Answer: -2